1.
DFT (ωB97M-V/def2-TZVPD) results for a structure of composition C8H9Cl6N2O4Ta.

Values from the calculation:
Charge ... +4
LUMO (spin up / spin down) ... -16.12 / -16.20 eV
Energy ... -96242.825 eV

Atoms and positions in Å:
Ta  0.3046  0.3997  -1.0406
Cl  -1.9858  1.3034  -1.5417
Cl  -1.5536  -4.7127  -3.1648
Cl  0.7327  -3.2652  -1.5879
Cl  -4.3981  -0.0778  -3.2091
Cl  2.2647  1.6622  -2.4842
Cl  -4.0244  -3.0655  -4.0080
O  3.1116  2.3100  -1.5975
O  2.5042  1.6002  -3.8352
O  0.8045  2.0455  -2.1651
O  2.0405  0.1488  -1.8769
N  1.0232  0.2198  1.1174
N  0.6409  1.5081  4.7705
C  -0.6651  -2.4516  -2.0639
C  -1.9641  -0.3759  -2.1409
C  0.3746  0.9773  2.2918
C  -3.0015  -0.9270  -2.8088
C  1.2394  0.8297  3.5593
C  -2.8239  -2.3360  -3.1471
C  -0.7886  -1.0643  -1.7508
C  -1.6686  -3.0782  -2.7511
H  2.2264  1.2712  3.4193
H  1.0492  -0.7747  1.3776
H  2.0155  0.4878  1.0835
H  1.2688  1.3891  5.5793
H  -0.6164  0.5442  2.4317
H  -0.2613  1.1064  5.0520
H  1.3642  -0.2182  3.8333
H  0.5131  2.5213  4.6590
H  0.2733  2.0226  1.9989

---

2.
DFT (ωB97M-V/def2-TZVPD) results for an isolated molecule of C8H9ClFN3 at a distorted geometry.

Values from the calculation:
LUMO ... 0.21 eV
Energy ... -28149.120 eV
SMILES ... [H]/N=C(/N)NCc1c(F)cccc1Cl
Energy relative to the best compared isomer or geometry (same formula, charge and spin) ... 78.7 kcal/mol

Atoms and positions in Å:
Cl  1.5233  -0.8827  2.5081
F  -1.5266  1.1657  -0.9721
N  -1.2822  -1.1751  -1.9234
N  -0.2749  -3.2957  -1.9520
N  -0.6037  -1.8706  0.1443
C  -1.1097  -0.6375  0.7194
C  1.8385  1.6755  1.5876
C  -0.7244  -2.2298  -1.2800
C  1.4753  2.6353  0.5910
C  -0.3955  1.5224  -0.1507
C  0.4544  2.5856  -0.3299
C  0.9972  0.4978  1.5728
C  -0.0105  0.4614  0.6230
H  -1.9897  -0.1822  0.3220
H  -0.0948  -4.0214  -1.2285
H  -0.9604  -1.1258  -2.9771
H  -1.2459  -0.8688  1.8563
H  -1.2128  -0.1669  -1.5621
H  0.3539  3.1371  -1.3632
H  2.7257  1.8633  2.3258
H  -0.1311  -2.6843  0.8715
H  2.1939  3.5965  0.6174

---

3.
DFT (ωB97M-V/def2-TZVPD) results for a structure of composition C8H9ClN3O at a distorted geometry.

Values from the calculation:
Charge ... +1
LUMO ... -3.81 eV
Energy ... -27474.505 eV
Energy relative to the best compared isomer or geometry (same formula, charge and spin) ... 13.0 kcal/mol

Atoms and positions in Å:
Cl  -0.3855  2.7482  -2.6490
O  -0.0069  -0.2876  -0.0896
N  2.2774  -2.9588  -0.5333
N  -1.8405  0.9152  2.4150
N  -1.0220  1.7623  0.2212
C  -0.3998  0.9353  -0.4844
C  0.1751  1.3100  -1.9999
C  1.4722  -0.7615  -2.0175
C  2.6876  -2.7813  -1.7755
C  2.3732  -1.6742  -2.5757
C  1.3938  -2.1393  -0.0433
C  0.9725  0.4365  -2.6293
C  1.0056  -1.0103  -0.7561
H  -1.4663  1.4708  1.2889
H  1.2101  -2.2613  1.0360
H  1.1074  0.7604  -3.6750
H  -1.0375  0.4377  2.9119
H  3.4912  -3.5054  -1.9307
H  -1.3818  2.5896  -0.2979
H  -2.4066  1.3713  3.0728
H  -2.3160  0.1610  2.0633
H  2.9793  -1.6470  -3.4362

---

4.
DFT (ωB97M-V/def2-TZVPD) results for a cluster of 2 separate species, C8H9ClNO3P in total at a distorted geometry.

Values from the calculation:
LUMO ... -1.05 eV
Energy ... -37881.786 eV
SMILES ... C/C=C1\C=CC=C[C@@H]1[N+](=O)[O-].O=PCl
Energy relative to the best compared isomer or geometry (same formula, charge and spin) ... 48.5 kcal/mol

Atoms and positions in Å:
Cl  3.3956  -1.0515  -1.0698
P  3.9551  0.2069  0.4764
O  3.8777  1.5753  -0.0236
O  0.5156  -2.5195  -0.0432
O  -1.1818  -2.5559  -1.2684
N  -0.5995  -2.1825  -0.2821
C  0.9294  0.6034  1.4490
C  -0.8938  0.2287  -0.1825
C  -1.2613  -1.0580  0.4991
C  0.2576  0.9270  0.3164
C  -1.4957  0.5334  -1.3538
C  0.4320  -0.5358  2.2879
C  -1.2321  1.8362  -2.0800
C  -0.6526  -1.2032  1.8814
H  -0.8537  2.4947  -1.2592
H  0.8249  -0.7853  3.2386
H  -2.3926  -1.3456  0.4650
H  -0.3466  1.8276  -2.7167
H  0.5246  1.7593  -0.3746
H  -2.1943  2.1918  -2.3814
H  -2.1550  -0.1874  -1.8483
H  -1.2336  -1.9455  2.5493
H  1.7803  1.1858  1.7205

---

5.
DFT (ωB97M-V/def2-TZVPD) results for a structure of composition C8H9F6IrNO2S3 at a distorted geometry.

Values from the calculation:
Charge ... -1
LUMO (spin up / spin down) ... 2.63 / 2.63 eV
Energy ... -65680.241 eV
Energy relative to the best compared isomer or geometry (same formula, charge and spin) ... 31.8 kcal/mol

Atoms and positions in Å:
Ir  0.7261  0.4143  -1.6062
S  3.7089  3.6343  -2.4327
S  3.0027  0.9860  -1.2530
S  1.2744  2.0818  -3.2319
F  -2.0923  0.8857  2.3250
F  -1.5643  -1.1005  1.6909
F  1.0017  1.6257  3.5212
F  -0.2252  2.8013  2.1940
F  1.7737  2.2605  1.6132
F  -0.8549  -0.3483  3.5784
O  -1.5145  0.2571  -2.1653
O  -0.2132  0.7879  0.2622
N  -3.1628  -0.9596  -1.2426
C  0.4230  -1.5892  -2.0155
C  0.1702  0.5180  1.5400
C  1.2576  -0.5501  1.6857
C  -1.0868  0.0086  2.3002
C  -0.9354  -1.9292  -1.4211
C  0.6776  1.8145  2.2213
C  2.7253  2.3153  -2.3187
C  -1.8774  -0.7869  -1.6296
H  1.5295  -0.7175  2.7273
H  2.1275  -0.2200  1.1221
H  1.1821  -2.2553  -1.6048
H  0.8904  -1.4766  1.2455
H  0.4160  -1.6977  -3.1007
H  -1.3819  -2.8313  -1.8597
H  -3.7330  -0.1310  -1.1931
H  -3.3850  -1.7073  -0.6098
H  -0.8599  -2.0906  -0.3421

---

6.
DFT (ωB97M-V/def2-TZVPD) results for a structure of composition C8H9F6N2O9ReS2.

Values from the calculation:
Charge ... +1
LUMO (spin up / spin down) ... -5.07 / -5.43 eV
Energy ... -69946.561 eV
Energy relative to the best compared isomer or geometry (same formula, charge and spin) ... 7.7 kcal/mol
Expectation value of S² ... 0.75
Multiplicity ... 2

Atoms and positions in Å:
Re  -0.0322  -0.0275  0.1306
S  -1.7602  -2.6242  -0.8881
S  -0.2397  -1.5237  -2.9448
F  -3.7440  -1.7894  0.5896
F  -2.9535  -0.2845  -0.7629
F  -1.7645  -0.9477  -4.9710
F  -0.2009  0.4960  -4.5564
F  -4.1713  -1.8999  -1.5264
F  -1.9508  0.4004  -3.2814
O  0.3791  -0.6641  -1.8945
O  2.1121  2.9931  -1.1125
O  -0.7220  -2.0325  0.0129
O  1.8099  -0.8875  0.2747
O  0.4045  1.5660  -0.8194
O  -1.2677  -0.1751  1.5853
O  -1.6836  -0.0255  3.7836
O  0.7030  -2.2268  -3.7312
O  -2.1138  -3.9543  -0.5798
N  0.8680  1.2853  1.7256
N  -1.4100  -2.3765  -2.3793
C  1.3718  2.4273  -0.3821
C  -1.1070  -0.3054  -4.0293
C  -3.2741  -1.5862  -0.6197
C  2.7908  -0.1268  1.0602
C  -1.0960  0.3554  2.8303
C  -0.1034  1.5068  2.8206
C  2.0100  0.4550  2.2223
C  1.3249  2.5661  1.1325
H  2.6665  1.0492  2.8634
H  3.2356  0.6339  0.4162
H  2.1660  -1.3663  -0.4948
H  3.5639  -0.8077  1.4102
H  -0.6675  2.4172  2.6205
H  1.5880  -0.3541  2.8211
H  0.3840  1.6084  3.7901
H  0.5958  3.3449  1.3515
H  2.2884  2.8809  1.5322